105
Properties=species:S:1:pos:R:3 method="wB97M-V/def2-TZVPD" s2=2.053 homo_energy_ev="-7.3 / -9.0" homo_lumo_gap_ev="4.348 / 6.033" energy_ha=-3640.628539 de_lowest_kcal_mol=0.0 total_charge=+1 spin_multiplicity=3
V 0.699 -0.701 -1.762
F -1.565 -0.996 4.383
C -0.286 -0.711 4.002
C 0.018 -0.756 2.660
C 1.322 -0.486 2.217
C 1.638 -0.505 0.819
O 0.760 -0.736 -0.076
C 3.000 -0.246 0.463
C 3.919 0.013 1.427
N 3.609 0.080 2.758
C 4.641 0.307 3.724
C 4.748 1.632 4.435
C 5.776 1.234 3.425
C 2.319 -0.171 3.176
C 1.970 -0.099 4.518
C 0.664 -0.369 4.956
N 0.399 -0.217 6.338
C -0.955 0.002 6.798
C -0.849 0.579 8.226
N 0.544 1.062 8.387
C 1.486 -0.084 8.472
C 1.140 -1.017 7.289
C 3.426 -0.198 -0.993
O 4.597 0.033 -1.256
O 2.507 -0.414 -1.848
H -0.742 -1.009 1.936
H 4.945 0.190 1.148
H 4.865 -0.582 4.312
H 5.014 1.632 5.482
H 4.050 2.409 4.162
H 6.758 0.941 3.763
H 5.775 1.758 2.484
H 2.705 0.186 5.253
H -1.562 -0.912 6.813
H -1.436 0.716 6.129
H -1.049 -0.176 8.987
H -1.547 1.404 8.364
H 0.652 1.705 9.175
H 0.770 1.533 7.495
H 1.371 -0.589 9.431
H 2.505 0.298 8.400
H 0.544 -1.869 7.643
H 2.041 -1.413 6.827
C 0.703 6.958 -4.152
O 0.576 5.936 -3.191
C 0.560 4.633 -3.563
C 0.663 4.160 -4.897
C 0.671 2.820 -5.143
C 0.563 1.839 -4.120
C 0.644 0.451 -4.375
C 0.886 -0.132 -5.749
O 0.558 -0.401 -3.448
C 0.415 2.314 -2.744
O 0.285 1.574 -1.739
C 0.431 3.726 -2.544
H 0.687 7.888 -3.584
H -0.135 6.957 -4.855
H 1.647 6.890 -4.700
H 0.750 4.859 -5.714
H 0.782 2.499 -6.168
H 0.681 0.551 -6.563
H 0.267 -1.023 -5.852
H 1.927 -0.451 -5.805
H 0.363 4.081 -1.526
C -5.955 -1.007 -0.749
N -4.626 -1.506 -0.939
N -3.577 -0.736 -1.384
C -2.397 -1.454 -1.281
O -1.316 -0.984 -1.665
C -2.779 -2.714 -0.732
C -4.133 -2.694 -0.524
C -5.021 -3.731 0.056
C -3.710 0.551 -1.939
C -4.632 0.789 -2.952
C -4.752 2.061 -3.480
C -3.956 3.089 -3.000
C -3.017 2.839 -2.010
C -2.884 1.569 -1.476
H -5.957 0.076 -0.862
H -6.306 -1.260 0.251
H -6.640 -1.442 -1.481
H -2.122 -3.539 -0.556
H -4.442 -4.617 0.291
H -5.807 -4.002 -0.647
H -5.498 -3.367 0.966
H -5.235 -0.023 -3.332
H -5.457 2.241 -4.277
H -4.060 4.084 -3.406
H -2.383 3.637 -1.657
H -2.133 1.358 -0.729
C 1.026 -2.818 -1.704
C 0.965 -3.370 -3.054
C -0.264 -3.516 -3.717
C -0.337 -4.052 -4.982
C 0.831 -4.473 -5.629
C 2.065 -4.317 -4.991
C 2.125 -3.776 -3.727
C 0.757 -5.059 -6.907
N 0.685 -5.535 -7.949
H 2.000 -3.005 -1.244
H 0.239 -3.224 -1.064
H -1.171 -3.199 -3.218
H -1.291 -4.155 -5.481
H 2.969 -4.628 -5.493
H 3.084 -3.674 -3.238



104
Properties=species:S:1:pos:R:3 method="wB97M-V/def2-TZVPD" homo_energy_ev=-12.2 homo_lumo_gap_ev=6.526 energy_ha=-6411.651568 de_lowest_kcal_mol=0.0 total_charge=+2
Sn -0.284 -1.800 -0.234
C 2.723 1.800 -1.887
N 1.719 0.879 -1.327
P 0.336 1.517 -0.532
C 1.030 2.915 0.405
C 1.684 2.570 1.588
C 2.329 3.538 2.343
C 2.308 4.863 1.930
C 1.652 5.216 0.758
C 1.021 4.246 -0.007
C -0.583 2.336 -1.881
C -0.354 2.070 -3.228
C -1.120 2.689 -4.211
C -2.134 3.568 -3.859
C -2.387 3.824 -2.515
C -1.623 3.207 -1.533
P 2.176 -0.661 -0.777
C 3.398 -0.493 0.542
C 4.617 0.160 0.333
C 5.502 0.329 1.384
C 5.184 -0.162 2.646
C 3.983 -0.824 2.855
C 3.086 -0.986 1.807
C 3.050 -1.410 -2.172
C 2.492 -1.315 -3.447
C 3.088 -1.958 -4.519
C 4.241 -2.710 -4.324
C 4.792 -2.820 -3.056
C 4.199 -2.176 -1.980
H 3.330 2.252 -1.101
H 2.221 2.599 -2.430
H 3.367 1.263 -2.584
H 1.701 1.534 1.910
H 2.844 3.260 3.253
H 2.804 5.622 2.520
H 1.640 6.248 0.435
H 0.527 4.533 -0.927
H 0.440 1.392 -3.514
H -0.912 2.493 -5.255
H -2.714 4.065 -4.626
H -3.159 4.529 -2.233
H -1.802 3.443 -0.487
H 4.890 0.513 -0.653
H 6.445 0.833 1.219
H 5.881 -0.035 3.463
H 3.745 -1.219 3.834
H 2.145 -1.492 1.975
H 1.586 -0.738 -3.599
H 2.656 -1.873 -5.508
H 4.708 -3.209 -5.162
H 5.684 -3.414 -2.900
H 4.626 -2.285 -0.992
Cl 5.291 -6.581 -1.151
C 3.918 -5.649 -0.659
C 3.780 -5.268 0.680
C 2.705 -4.511 1.087
C 1.730 -4.080 0.172
O 0.720 -3.358 0.625
C 1.879 -4.476 -1.179
C 0.983 -4.069 -2.224
O 0.086 -3.226 -2.135
C 2.969 -5.275 -1.570
H 4.527 -5.580 1.398
H 2.587 -4.230 2.124
H 1.137 -4.553 -3.200
H 3.065 -5.571 -2.608
O -4.032 1.182 1.601
C -2.936 0.844 2.086
N -2.233 -0.220 1.630
C -1.043 -0.241 2.281
O -0.108 -1.006 1.993
C -1.011 0.812 3.342
C -0.078 1.147 4.295
C -0.371 2.240 5.113
C -1.549 2.960 4.959
C -2.489 2.611 3.987
C -2.196 1.523 3.196
H 0.843 0.589 4.407
H 0.331 2.535 5.881
H -1.740 3.805 5.607
H -3.407 3.171 3.866
C -6.877 -2.883 1.096
As -5.751 -1.343 1.305
C -4.795 -1.580 2.948
C -6.886 0.198 1.314
S -4.590 -1.588 -0.546
H -7.558 -2.923 1.945
H -6.262 -3.781 1.078
H -7.443 -2.801 0.170
H -5.389 -2.259 3.558
H -4.684 -0.619 3.442
H -3.819 -2.005 2.729
H -7.605 0.053 2.121
H -7.411 0.252 0.363
H -6.284 1.083 1.497
C -5.051 1.594 -1.519
Te -3.355 0.427 -1.028
C -3.148 -0.285 -3.013
H -5.825 0.941 -1.913
H -4.733 2.310 -2.275
H -5.371 2.110 -0.617
H -2.724 0.543 -3.582
H -4.119 -0.571 -3.410
H -2.457 -1.126 -3.006



104
Properties=species:S:1:pos:R:3 method="wB97M-V/def2-TZVPD" homo_energy_ev=-12.2 homo_lumo_gap_ev=6.479 energy_ha=-6411.648160 de_lowest_kcal_mol=2.1 total_charge=+2
Sn -0.686 -1.038 -0.889
C 3.893 0.407 0.252
N 2.473 0.153 -0.043
P 1.245 1.157 0.627
C 1.871 1.583 2.274
C 1.565 0.673 3.287
C 2.045 0.871 4.572
C 2.819 1.988 4.856
C 3.119 2.903 3.854
C 2.652 2.699 2.564
C 1.420 2.716 -0.309
C 2.218 2.852 -1.440
C 2.232 4.045 -2.157
C 1.440 5.111 -1.759
C 0.631 4.985 -0.633
C 0.616 3.795 0.082
P 1.951 -1.431 -0.349
C 2.420 -2.509 1.016
C 3.752 -2.865 1.243
C 4.086 -3.636 2.342
C 3.093 -4.063 3.217
C 1.768 -3.720 2.993
C 1.427 -2.941 1.895
C 2.904 -1.993 -1.773
C 3.206 -1.103 -2.804
C 3.828 -1.556 -3.956
C 4.142 -2.903 -4.091
C 3.831 -3.796 -3.075
C 3.211 -3.346 -1.919
H 4.139 0.134 1.280
H 4.114 1.465 0.114
H 4.519 -0.166 -0.433
H 0.956 -0.197 3.061
H 1.815 0.158 5.354
H 3.191 2.148 5.859
H 3.724 3.772 4.078
H 2.896 3.413 1.787
H 2.842 2.028 -1.759
H 2.874 4.142 -3.024
H 1.466 6.043 -2.308
H 0.033 5.823 -0.297
H 0.008 3.716 0.980
H 4.526 -2.549 0.554
H 5.117 -3.911 2.517
H 3.357 -4.673 4.071
H 0.997 -4.067 3.668
H 0.390 -2.686 1.720
H 2.956 -0.054 -2.701
H 4.072 -0.860 -4.747
H 4.632 -3.255 -4.989
H 4.072 -4.846 -3.180
H 2.962 -4.051 -1.135
Cl 1.476 -7.741 -3.354
C 0.764 -6.346 -2.618
C 0.359 -6.396 -1.279
C -0.198 -5.293 -0.676
C -0.361 -4.081 -1.371
O -0.891 -3.070 -0.711
C 0.046 -4.043 -2.725
C -0.027 -2.874 -3.555
O -0.336 -1.733 -3.199
C 0.592 -5.193 -3.331
H 0.488 -7.314 -0.721
H -0.517 -5.328 0.357
H 0.233 -3.030 -4.613
H 0.897 -5.147 -4.370
O -3.656 2.640 0.806
C -3.107 1.710 1.418
N -2.651 0.600 0.787
C -1.978 -0.145 1.695
O -1.291 -1.136 1.395
C -2.115 0.445 3.061
C -1.664 0.047 4.297
C -1.941 0.890 5.376
C -2.630 2.083 5.199
C -3.077 2.481 3.936
C -2.810 1.636 2.884
H -1.124 -0.882 4.432
H -1.613 0.613 6.369
H -2.825 2.713 6.056
H -3.609 3.412 3.797
C -6.860 0.796 -2.566
As -5.599 1.459 -1.278
C -5.746 0.321 0.256
C -6.062 3.278 -0.905
S -3.793 1.237 -2.507
H -7.857 0.871 -2.133
H -6.634 -0.246 -2.787
H -6.805 1.390 -3.475
H -6.761 -0.074 0.251
H -5.566 0.903 1.155
H -5.018 -0.481 0.173
H -7.093 3.277 -0.552
H -5.991 3.853 -1.826
H -5.399 3.661 -0.136
C -2.664 4.343 -1.892
Te -1.951 2.395 -1.470
C -0.929 2.256 -3.320
H -3.257 4.317 -2.803
H -1.788 4.976 -2.026
H -3.246 4.677 -1.037
H -0.009 2.829 -3.196
H -1.541 2.670 -4.118
H -0.697 1.207 -3.497



103
Properties=species:S:1:pos:R:3 method="wB97M-V/def2-TZVPD" homo_energy_ev=-0.6 homo_lumo_gap_ev=4.431 energy_ha=-3805.412224 de_lowest_kcal_mol=3.2 total_charge=-2
Ba -0.074 0.263 -0.466
S -1.848 -2.104 -2.084
C -3.057 -2.795 -1.113
C -3.915 -3.742 -1.715
C -4.916 -4.381 -1.027
C -5.125 -4.102 0.323
C -4.297 -3.186 0.946
C -3.283 -2.533 0.261
S -2.216 -1.514 1.251
C -3.094 0.144 1.525
C -3.452 0.902 0.323
C -4.792 1.293 0.068
C -5.094 1.941 -1.081
C -4.104 1.853 -2.203
C -2.781 2.096 -1.516
C -1.781 2.972 -2.134
S -0.579 2.001 -3.246
C 0.893 2.995 -3.194
C 0.804 4.317 -3.607
C 1.928 5.110 -3.750
C 3.176 4.562 -3.482
C 3.273 3.266 -3.036
C 2.151 2.439 -2.864
S 2.429 0.829 -2.350
N -2.473 1.472 -0.401
H -3.733 -3.974 -2.757
H -5.542 -5.114 -1.529
H -5.904 -4.611 0.880
H -4.430 -2.960 1.998
H -2.320 0.637 2.116
H -3.971 -0.075 2.134
H -5.516 1.220 0.873
H -6.014 2.503 -1.197
H -4.288 2.625 -2.960
H -1.115 3.427 -1.404
H -2.229 3.720 -2.791
H -0.170 4.722 -3.850
H 1.835 6.131 -4.098
H 4.074 5.151 -3.633
H 4.234 2.828 -2.812
C 5.170 -0.641 0.311
O 5.822 -0.387 1.545
C 5.487 -1.006 2.704
C 6.442 -0.831 3.710
C 6.312 -1.420 4.952
C 5.223 -2.235 5.210
C 4.257 -2.400 4.239
C 4.344 -1.779 2.990
N 3.302 -1.970 2.072
C 2.448 -0.931 1.634
N 2.705 0.260 2.193
C 2.297 1.591 1.951
C 1.205 1.945 1.158
C 0.969 3.327 1.107
C 1.732 4.269 1.768
C 2.815 3.876 2.542
C 3.095 2.529 2.641
O 4.141 2.009 3.423
C 4.997 2.899 4.072
N 1.556 -1.170 0.747
C 1.227 -2.454 0.340
C 1.334 -2.822 -0.993
C 0.818 -4.025 -1.442
C 0.176 -4.875 -0.563
C 0.068 -4.538 0.778
C 0.606 -3.349 1.236
O 0.609 -2.962 2.565
C -0.327 -3.557 3.425
H 5.902 -0.376 -0.454
H 4.280 -0.020 0.174
H 4.902 -1.691 0.204
H 7.297 -0.219 3.465
H 7.073 -1.260 5.703
H 5.118 -2.724 6.169
H 3.386 -3.010 4.436
H 2.788 -2.829 2.209
H 3.463 0.245 2.864
H 0.126 3.671 0.520
H 1.492 5.324 1.698
H 3.421 4.617 3.048
H 5.748 2.287 4.578
H 4.467 3.504 4.820
H 5.498 3.571 3.365
H 1.803 -2.134 -1.680
H 0.883 -4.275 -2.490
H -0.277 -5.791 -0.915
H -0.461 -5.195 1.454
H -0.349 -2.935 4.322
H -0.026 -4.581 3.698
H -1.320 -3.572 2.971
C -4.598 0.967 -5.287
C -5.100 0.272 -4.024
C -6.496 0.755 -3.640
C -4.096 0.461 -2.884
H -5.251 0.767 -6.137
H -3.595 0.613 -5.516
H -4.547 2.042 -5.137
H -5.156 -0.803 -4.233
H -6.503 1.837 -3.534
H -6.785 0.316 -2.688
H -7.233 0.486 -4.398
H -3.094 0.286 -3.277
H -4.272 -0.292 -2.116